Entry 1:
Computed, not measured: a 2-piece molecular cluster, C2H4O2P2 overall in a non-equilibrium geometry, with the ωB97M-V functional and the def2-TZVPD basis.

Geometry as XYZ:
```
10
Properties=species:S:1:pos:R:3:forces:R:3
C 1.035 -0.657 1.145 -2.8 -0.9 3.2
C -1.263 0.121 -0.783 0.9 0.8 0.3
O 0.456 1.948 0.383 -0.3 1.6 0.4
O 1.679 0.054 -0.982 -1.2 -0.9 0.7
P 2.123 -1.235 0.032 -0.2 0.9 -0.1
P 0.333 0.558 0.019 1.5 -0.4 -0.7
H 0.192 -0.968 2.825 2.1 0.5 -3.8
H -1.572 0.941 -1.533 0.7 -1.6 1.1
H -1.003 -0.870 -1.176 -1.0 0.2 -0.3
H -1.979 0.107 0.071 0.3 -0.3 -0.8
```
Forces are in eV/Å.

E_LUMO (spin up / spin down) in Ha: -0.0383 / -0.0382
Frontier orbital gap (spin up / spin down) in eV: 8.826 / 8.830
Spin multiplicity: 1
Energy above the lowest of the compared OMol25 structures with the same formula, charge and spin in kcal per mole: 81.1

Entry 2:
Computed, not measured: a 2-piece molecular cluster, C2H8NOS overall in a non-equilibrium geometry, with the ωB97M-V functional and the def2-TZVPD basis.

Geometry as XYZ:
```
13
Properties=species:S:1:pos:R:3:forces:R:3
C -1.077 0.679 0.676 -1.9 1.1 0.2
C -0.504 -1.422 -0.184 -0.1 -5.1 1.6
N -0.502 -0.057 -0.483 -0.3 0.6 2.2
O 1.995 0.707 -0.649 0.9 -0.8 0.7
S 2.977 -0.377 0.213 -0.6 1.0 -0.7
H -0.435 0.454 1.496 -0.3 -0.7 1.0
H -1.180 1.773 0.728 1.0 -0.1 -1.4
H -2.162 0.443 0.691 0.9 -0.7 0.8
H -1.022 -1.837 0.752 0.7 1.1 -1.6
H 0.140 -2.166 -0.752 -0.9 1.6 0.5
H 0.506 0.149 -0.500 0.3 1.3 -1.5
H -1.107 0.057 -1.254 -0.1 0.9 -1.9
H 2.370 1.597 -0.734 0.3 -0.1 0.1
```
Forces are in eV/Å.

E_LUMO (spin up / spin down) in Ha: -0.1762 / -0.2221
Frontier orbital gap (spin up / spin down) in eV: 9.288 / 7.396
Net charge: +1
Spin multiplicity: 1
Energy above the lowest of the compared OMol25 structures with the same formula, charge and spin in kcal per mole: 115.9

Entry 3:
Computed, not measured: a 2-piece molecular cluster, C6H17NO overall in a non-equilibrium geometry, with the ωB97M-V functional and the def2-TZVPD basis.

Geometry as XYZ:
```
25
Properties=species:S:1:pos:R:3:forces:R:3
C -0.353 -0.579 -0.945 0.5 0.0 -0.3
N -0.179 0.566 -1.838 -3.3 -2.0 -0.9
C -0.707 0.516 -3.243 0.5 4.6 0.8
C -2.214 0.611 -3.468 1.5 -2.3 -1.8
C 1.096 -1.128 -0.726 0.6 -1.1 -2.3
C 1.593 -2.143 1.367 2.0 -0.3 2.5
C 1.618 -0.885 0.679 1.1 2.9 -0.6
H -0.895 -0.418 0.002 0.6 0.8 -0.3
H -0.957 -1.312 -1.445 -0.1 -0.3 -0.7
H -0.368 1.462 -1.483 0.5 1.6 1.1
H -0.323 1.466 -3.751 -0.1 -1.2 0.9
H -0.272 -0.230 -3.745 1.5 -3.3 -1.6
H -2.309 0.733 -4.551 0.2 0.2 0.0
H -2.601 1.444 -3.049 -1.5 2.4 1.6
H -2.749 -0.298 -3.324 -0.5 -0.6 0.9
H 1.719 -0.747 -1.620 -0.5 -0.4 1.6
H 1.048 -2.268 -0.943 0.0 1.8 0.4
H 2.482 -2.637 1.059 0.2 -1.5 -0.2
H 1.626 -2.058 2.439 0.7 0.5 0.7
H 0.701 -2.635 1.327 -2.3 -1.9 -1.1
H 1.048 -0.157 1.227 -0.8 0.5 -0.1
H 2.633 -0.402 0.754 -0.7 -0.7 -0.6
H 0.211 2.253 7.131 -1.1 0.1 -0.1
H -0.436 3.217 6.143 -0.7 -1.2 1.3
O -0.688 2.534 6.839 1.8 1.1 -1.2
```
Forces are in eV/Å.

E_LUMO (spin up / spin down) in Ha: -0.1069 / -0.2849
Frontier orbital gap (spin up / spin down) in eV: 10.300 / 5.455
Net charge: +1
Spin multiplicity: 2
Energy above the lowest of the compared OMol25 structures with the same formula, charge and spin in kcal per mole: 47.4

Entry 4:
Computed, not measured: a 2-piece molecular cluster, C4H14N2O overall in a non-equilibrium geometry, with the ωB97M-V functional and the def2-TZVPD basis.

Geometry as XYZ:
```
21
Properties=species:S:1:pos:R:3:forces:R:3
C -1.458 1.159 0.010 -1.6 -0.4 0.4
C -0.369 1.058 -1.032 0.4 0.4 0.0
C 0.979 0.599 -0.556 -0.2 -0.1 0.1
C 1.758 -0.236 -1.214 -0.3 0.2 0.1
N 3.104 -0.560 -0.711 0.9 -0.1 0.2
N -2.212 -0.164 0.216 0.7 -0.4 0.0
H -1.227 1.495 1.014 0.8 -0.1 0.0
H -2.234 1.861 -0.274 0.1 0.1 -0.5
H -0.716 0.526 -1.914 -0.1 -0.3 -0.1
H -0.229 2.070 -1.410 0.1 0.3 0.0
H 1.311 1.048 0.371 0.2 0.0 0.2
H 1.492 -0.701 -2.142 0.1 -0.2 -0.3
H 3.805 0.175 -0.891 -0.3 0.1 0.1
H 3.117 -0.760 0.297 -0.1 0.2 -0.1
H 3.522 -1.387 -1.145 -0.3 -0.2 -0.2
H -1.977 -0.844 -0.513 -0.3 0.2 -0.1
H -1.920 -0.636 1.099 0.1 0.1 0.3
H -3.225 -0.073 0.258 -0.1 0.2 -0.2
H -1.366 -2.300 2.739 0.0 0.1 -0.1
H -0.998 -0.941 3.318 0.0 0.1 0.0
O -1.160 -1.391 2.479 0.0 -0.1 0.1
```
Forces are in eV/Å.

E_LUMO in Ha: -0.2401
Frontier orbital gap in eV: 12.051
Net charge: +2
Spin multiplicity: 1
Energy above the lowest of the compared OMol25 structures with the same formula, charge and spin in kcal per mole: 3.7

Entry 5:
Computed, not measured: C5H14N2S as an isolated structure in a non-equilibrium geometry, with the ωB97M-V functional and the def2-TZVPD basis.

Geometry as XYZ:
```
22
Properties=species:S:1:pos:R:3:forces:R:3
C 0.935 2.020 0.405 -2.6 -1.5 0.9
N 0.100 1.161 -0.612 -0.5 1.0 0.9
C 0.032 -0.199 -0.071 0.4 -0.4 0.7
C 1.238 -1.195 -0.340 -0.8 1.4 0.3
S 2.828 -0.513 0.363 -1.2 1.5 -3.1
C -1.376 -0.831 -0.278 0.9 -0.4 2.2
N -2.595 0.431 -0.097 3.6 -1.2 -2.2
C -3.744 -0.369 0.189 -0.5 -2.6 -2.0
H 0.345 2.199 1.339 -0.2 0.3 -0.7
H 1.356 2.975 0.088 0.0 -0.4 -0.5
H 1.620 1.268 0.772 0.5 1.1 0.0
H -0.938 1.404 -0.524 2.0 0.6 -0.3
H 0.092 -0.098 1.007 -0.1 0.0 0.6
H 1.297 -1.526 -1.372 0.4 0.3 -0.2
H 0.955 -2.058 0.237 0.2 -0.5 0.4
H 2.368 1.244 -0.893 1.1 -3.0 1.5
H -1.678 -1.319 0.663 0.5 -0.3 -0.6
H -1.442 -1.600 -1.083 -0.3 0.6 0.0
H -1.991 0.003 -1.120 -3.1 2.1 1.3
H -3.622 -1.187 0.934 0.3 0.5 -0.1
H -4.672 0.088 0.446 -0.2 1.4 0.2
H -3.987 -0.885 -0.771 -0.3 -0.3 0.7
```
Forces are in eV/Å.

E_LUMO in Ha: -0.0452
Frontier orbital gap in eV: 7.521
Spin multiplicity: 1
Energy above the lowest of the compared OMol25 structures with the same formula, charge and spin in kcal per mole: 197.5

Entry 6:
Computed, not measured: an isolated ion of composition C18H36FNO8PSi2 and charge -1 in a non-equilibrium geometry, with the ωB97M-V functional and the def2-TZVPD basis.

Geometry as XYZ:
```
67
Properties=species:S:1:pos:R:3:forces:R:3
C 2.194 0.690 2.774 0.0 0.0 -0.1
C 1.047 0.522 3.780 0.1 0.1 -0.1
C 0.801 -0.947 4.180 0.1 0.0 0.3
C -0.416 -1.637 3.531 0.0 0.2 -0.2
C -1.721 -0.942 3.930 -0.1 -0.1 0.3
Si -0.185 -1.852 1.667 0.4 0.3 0.6
O -0.425 -0.324 0.970 -0.4 -0.5 -0.3
Si -0.871 0.044 -0.579 0.4 0.5 0.0
C -2.723 -0.202 -0.844 -0.1 -0.4 0.2
C -3.622 -0.113 0.400 -0.3 0.2 0.0
C -3.379 1.073 1.312 -0.1 0.0 -0.1
F -3.522 2.261 0.575 0.0 -0.2 0.2
C 0.135 -0.937 -1.823 0.0 0.1 -0.3
C 1.402 -0.248 -2.372 0.1 -0.4 0.0
C 2.451 0.107 -1.330 0.2 0.2 -0.4
O 3.294 1.173 -1.902 -0.6 0.0 0.4
C 4.626 0.995 -1.796 -0.8 -1.2 -1.0
C 5.162 -0.144 -2.622 0.3 -0.4 0.1
O 5.307 1.709 -1.151 1.1 1.3 0.9
C -0.540 1.918 -0.775 -0.2 0.1 0.5
C -1.206 2.615 -1.909 0.8 -0.7 -0.1
O -2.063 3.437 -1.798 -0.8 0.7 0.1
N -0.689 2.261 -3.222 -0.1 0.2 -0.1
C -0.261 3.479 -3.922 0.1 -0.1 -0.1
C -1.723 1.570 -3.991 0.2 -0.1 -0.2
C 1.524 -2.648 1.314 -0.7 0.3 0.1
O 1.766 -3.483 2.193 0.3 -0.4 0.4
O 2.170 -2.287 0.318 0.5 0.1 -0.6
P -1.741 -3.324 0.825 -0.1 0.1 -0.2
O -0.789 -4.663 0.800 0.0 -0.1 -0.4
O -2.652 -3.675 2.175 -0.4 0.3 0.1
H 2.122 1.642 2.234 0.0 -0.1 0.1
H 2.198 -0.109 2.026 0.0 0.1 0.1
H 3.168 0.660 3.276 -0.1 0.0 -0.1
H 0.140 0.973 3.360 0.1 -0.1 0.0
H 1.280 1.110 4.676 0.0 0.0 -0.1
H 0.657 -0.998 5.271 0.0 0.0 -0.1
H 1.700 -1.532 3.962 -0.1 0.0 0.0
H -0.437 -2.667 3.907 0.0 0.1 0.0
H -1.784 0.075 3.540 0.0 -0.1 -0.1
H -2.594 -1.511 3.595 0.1 0.1 0.0
H -1.791 -0.858 5.025 0.0 0.0 -0.1
H -3.111 0.480 -1.607 0.2 0.0 0.0
H -2.822 -1.220 -1.247 -0.1 0.2 0.0
H -3.534 -1.023 1.003 0.1 0.1 0.0
H -4.673 -0.051 0.084 0.1 -0.1 0.0
H -2.380 1.061 1.748 0.0 0.1 -0.1
H -4.116 1.093 2.125 0.1 0.0 -0.1
H 0.420 -1.913 -1.413 -0.1 0.1 0.1
H -0.540 -1.138 -2.669 0.1 0.0 0.0
H 1.875 -0.920 -3.103 -0.1 0.1 0.1
H 1.142 0.666 -2.908 -0.1 0.0 0.1
H 2.021 0.520 -0.415 0.0 -0.1 0.0
H 3.072 -0.745 -1.053 -0.2 0.1 0.1
H 4.906 -1.092 -2.136 0.0 0.1 -0.1
H 4.722 -0.149 -3.620 0.0 0.0 0.1
H 6.251 -0.069 -2.673 -0.2 0.0 0.0
H -0.918 2.381 0.146 0.1 -0.1 -0.1
H 0.539 2.095 -0.833 0.0 -0.1 -0.1
H 0.156 4.199 -3.213 0.0 -0.1 -0.1
H -1.088 3.963 -4.460 0.1 0.0 0.1
H 0.525 3.214 -4.637 -0.1 0.0 0.0
H -2.632 2.181 -4.101 0.0 -0.1 0.0
H -1.326 1.356 -4.990 0.0 0.0 0.1
H -1.974 0.612 -3.528 0.0 0.1 0.0
H -0.943 -5.146 -0.021 0.0 0.0 0.2
H -3.584 -3.572 1.944 0.2 -0.2 0.1
```
Forces are in eV/Å.

E_LUMO in Ha: 0.0974
Frontier orbital gap in eV: 6.937
Net charge: -1
Spin multiplicity: 1
SMILES: CCC[C@@H](C)[Si@@](O[Si@](CCCF)(CCCOC(C)=O)CC(=O)N(C)C)(C(=O)[O-])P(O)O

Energy for the records above, in order: -911.6803 -608.7605 -368.4180 -344.9440 -706.2754 -2384.5986 Eh